# 1
96
Properties=species:S:1:pos:R:3:lowdin_spin:R:1 method="wB97M-V/def2-TZVPD" lumo_energy_ev="-6.3 / -6.0" s_squared=0.7541 energy_ha=-9101.86279 spin_multiplicity=2 charge=+2
Ti 0.360 0.562 0.123 0.96
C 3.948 0.729 -1.880 0.00
C 2.787 1.677 -1.661 0.00
C 1.708 1.545 -2.722 0.00
C 3.282 3.106 -1.559 0.00
O 2.148 1.296 -0.381 0.00
Ge 1.947 2.523 1.160 0.00
O 0.146 2.600 0.512 0.02
C -0.559 3.903 0.463 0.00
C -0.668 4.410 1.895 0.00
C -1.921 3.670 -0.144 0.00
C 0.248 4.859 -0.395 0.00
O 1.200 0.798 1.876 0.00
C 2.000 -0.056 2.796 0.00
C 2.745 -1.087 1.966 0.00
C 1.003 -0.676 3.752 0.00
C 2.969 0.840 3.546 0.00
H 4.405 0.926 -2.851 0.00
H 4.711 0.872 -1.114 0.00
H 3.624 -0.308 -1.863 0.00
H 2.078 1.849 -3.702 0.00
H 1.382 0.505 -2.814 0.00
H 0.851 2.183 -2.483 0.00
H 3.789 3.380 -2.484 0.00
H 2.464 3.814 -1.416 0.00
H 4.010 3.221 -0.753 0.00
H -1.104 3.649 2.544 0.00
H 0.304 4.699 2.300 0.00
H -1.308 5.292 1.934 0.00
H -2.551 3.044 0.487 0.00
H -2.433 4.625 -0.268 0.00
H -1.834 3.211 -1.131 0.00
H 1.251 5.021 0.005 0.00
H 0.323 4.501 -1.423 0.00
H -0.243 5.833 -0.413 0.00
H 2.060 -1.806 1.510 0.00
H 3.338 -0.614 1.181 0.00
H 3.421 -1.655 2.608 0.00
H 0.178 -1.153 3.225 0.00
H 1.506 -1.428 4.362 0.00
H 0.580 0.078 4.415 0.00
H 3.760 1.232 2.903 0.00
H 2.451 1.671 4.028 0.00
H 3.456 0.257 4.329 0.00
C -0.925 -1.725 -2.321 0.00
C -2.248 -1.480 -1.610 0.00
As -2.155 0.140 -0.510 -0.01
C -3.772 1.061 -0.951 0.00
C -3.892 1.556 -2.247 0.00
C -5.056 2.207 -2.623 0.00
C -6.090 2.363 -1.707 0.00
C -5.962 1.866 -0.419 0.00
C -4.800 1.209 -0.031 0.00
C -2.369 -0.384 1.342 0.00
C -2.913 -1.600 1.752 0.00
C -3.162 -1.822 3.097 0.00
C -2.879 -0.835 4.035 0.00
C -2.338 0.377 3.634 0.00
C -2.082 0.603 2.288 0.00
As 0.514 -1.821 -1.010 0.01
C 0.070 -3.456 -0.093 0.00
C -0.116 -3.500 1.280 0.00
C -0.416 -4.706 1.904 0.00
C -0.529 -5.864 1.152 0.00
C -0.335 -5.823 -0.225 0.00
C -0.028 -4.624 -0.848 0.00
C 2.049 -2.356 -2.029 0.00
C 2.109 -2.125 -3.399 0.00
C 3.243 -2.506 -4.108 0.00
C 4.300 -3.115 -3.450 0.00
C 4.226 -3.364 -2.084 0.00
C 3.099 -2.988 -1.370 0.00
H -0.701 -0.910 -3.014 0.00
H -0.933 -2.656 -2.890 0.00
H -2.538 -2.329 -0.991 0.00
H -3.053 -1.303 -2.324 0.00
H -3.088 1.445 -2.968 0.00
H -5.158 2.593 -3.629 0.00
H -6.998 2.869 -2.003 0.00
H -6.771 1.984 0.290 0.00
H -4.716 0.819 0.975 0.00
H -3.161 -2.374 1.038 0.00
H -3.594 -2.762 3.415 0.00
H -3.091 -1.011 5.081 0.00
H -2.124 1.148 4.362 0.00
H -1.669 1.556 1.978 0.00
H -0.036 -2.604 1.877 0.00
H -0.556 -4.738 2.977 0.00
H -0.758 -6.803 1.636 0.00
H -0.413 -6.729 -0.810 0.00
H 0.153 -4.614 -1.917 0.00
H 1.289 -1.659 -3.929 0.00
H 3.293 -2.333 -5.175 0.00
H 5.178 -3.415 -4.005 0.00
H 5.044 -3.857 -1.577 0.00
H 3.042 -3.203 -0.309 0.00



# 2
100
Properties=species:S:1:pos:R:3:mulliken_charge:R:1 method="wB97M-V/def2-TZVPD" lumo_energy_ev=2.2 energy_ha=-5873.22191 charge=-1
C 2.552 -2.400 -3.001 -1.26
C 2.412 -0.926 -3.270 0.53
H 2.807 -2.983 -3.900 0.42
H 1.613 -2.805 -2.576 -0.05
H 3.358 -2.579 -2.265 0.28
C 2.560 -0.309 -4.454 0.25
C 2.744 -1.016 -5.751 -1.57
H 2.645 0.783 -4.505 0.39
H 2.598 -2.092 -5.630 0.37
H 3.754 -0.839 -6.133 0.27
H 2.052 -0.643 -6.513 0.31
Hg 0.409 -2.736 0.161 1.39
Cl 2.138 -2.112 1.613 -0.65
Cl -1.190 -3.494 -1.383 -0.59
H -2.834 0.205 5.020 0.33
H -1.730 -1.678 6.198 0.33
C -2.995 -0.439 4.147 -0.86
C -1.836 -2.309 5.305 -1.01
N -1.961 -1.468 4.112 0.42
H -2.948 0.168 3.238 0.09
C -1.300 -1.767 2.967 0.32
O -1.453 -1.203 1.870 -0.57
H -0.953 -2.954 5.217 0.28
H -0.552 -2.581 3.109 -0.06
H -3.991 -0.897 4.244 0.35
H -2.719 -2.953 5.437 0.33
H -0.551 -1.966 -3.727 0.14
H 0.012 0.735 -4.726 0.14
C -1.574 -1.546 -3.753 -0.98
C -1.087 0.710 -4.633 -0.82
N -1.522 -0.123 -3.523 0.39
H -2.168 -2.043 -2.972 0.22
C -1.722 0.398 -2.283 0.28
O -2.176 -0.212 -1.317 -0.61
H -1.447 1.741 -4.487 0.32
H -1.438 1.476 -2.232 0.08
H -2.001 -1.725 -4.754 0.36
H -1.486 0.303 -5.574 0.34
O 0.800 -0.340 -1.608 0.05
C 2.030 -0.098 -2.014 -0.21
C 1.521 2.321 -2.720 0.90
C 2.393 1.398 -2.152 -0.10
H 0.493 2.008 -2.931 -0.12
C 1.992 3.600 -3.055 -0.78
H 2.736 -0.505 -1.266 0.20
C 3.671 1.787 -1.750 -0.59
H 1.311 4.313 -3.532 0.33
C 3.310 3.951 -2.754 -0.48
C 4.139 3.063 -2.065 -0.76
H 4.309 1.078 -1.219 0.36
H 3.651 4.960 -2.997 0.37
H 5.142 3.385 -1.776 0.35
Si -0.962 -6.647 0.369 0.56
Cl 0.448 -6.306 -1.161 -0.30
C -2.754 -6.249 -0.038 -0.86
C -0.251 -5.829 1.899 -0.55
C -0.965 -8.540 0.448 -1.06
H -2.905 -5.266 -0.507 0.24
H -3.340 -6.317 0.896 0.30
H -3.126 -7.033 -0.718 0.26
H -1.477 -8.934 -0.442 0.26
H -1.477 -8.939 1.340 0.33
H 0.061 -8.923 0.431 0.28
H -0.053 -4.745 1.806 -0.15
H 0.703 -6.326 2.138 0.28
H -0.963 -5.994 2.731 0.30
C -0.808 2.044 5.660 -0.66
C -1.511 2.926 4.838 -0.73
C -1.323 2.870 3.449 -0.49
C -0.441 1.931 2.903 0.63
C 0.236 1.026 3.737 -0.30
C 0.067 1.097 5.121 -0.82
As -0.097 1.787 0.957 1.32
C -1.562 2.996 0.458 0.28
C -2.766 2.331 0.158 -0.56
C -3.885 3.060 -0.247 -0.70
C -3.815 4.456 -0.323 -0.56
C -2.642 5.122 0.033 -0.78
C -1.526 4.399 0.481 -0.06
C 1.493 2.985 0.969 0.48
C 1.561 4.188 0.257 -0.30
C 2.639 5.058 0.468 -1.09
C 3.688 4.677 1.299 -0.54
C 3.680 3.419 1.915 -0.76
C 2.583 2.570 1.739 -0.82
H -0.966 2.079 6.739 0.32
H -2.213 3.645 5.274 0.37
H -1.875 3.557 2.808 0.24
H 0.893 0.271 3.304 0.28
H 0.603 0.414 5.788 0.44
H -2.825 1.244 0.231 0.38
H -4.809 2.544 -0.515 0.41
H -4.683 5.020 -0.666 0.34
H -2.590 6.213 -0.024 0.37
H -0.665 4.945 0.863 0.68
H 0.786 4.453 -0.459 0.96
H 2.668 6.030 -0.043 0.36
H 4.540 5.349 1.438 0.34
H 4.525 3.098 2.525 0.38
H 2.588 1.599 2.234 0.31



# 3
95
Properties=species:S:1:pos:R:3:mulliken_charge:R:1 method="wB97M-V/def2-TZVPD" e_above_lowest_ev=6.039 lumo_energy_ev="-8.3 / -6.8" energy_ha=-5284.09679 charge=+2
C -4.053 -3.427 -2.349 -0.29
C -3.452 -2.628 -3.333 0.74
C -4.051 -1.396 -3.674 -0.16
C -5.258 -1.058 -3.054 -0.51
N -5.832 -1.842 -2.140 -0.55
C -5.258 -2.995 -1.784 -0.46
C -2.189 -3.035 -3.848 -0.33
C -0.966 -2.899 -3.913 -0.63
C 0.068 -2.013 -3.473 0.88
C -0.357 -0.724 -3.030 -0.66
C 0.387 -0.081 -2.066 0.93
C 1.205 -0.952 -1.327 -1.25
C 1.983 -1.883 -2.015 -0.20
C 1.338 -2.507 -3.102 -0.64
Hg 0.957 -0.994 0.847 1.15
P -1.690 -0.062 0.973 0.59
H -3.580 -0.700 -4.362 0.55
H -3.550 -4.325 -1.988 0.48
H -5.759 -0.111 -3.289 0.43
H -5.762 -3.580 -1.013 0.41
H 1.707 -3.412 -3.586 0.48
H -1.333 -0.322 -3.318 0.39
H 2.987 -2.173 -1.699 0.59
H 0.271 0.972 -1.804 -0.09
C -1.840 0.920 2.556 -0.52
C -3.159 1.654 2.824 -1.45
H -1.022 1.664 2.509 0.47
H -1.618 0.242 3.400 0.34
H -3.113 2.198 3.783 0.45
H -3.381 2.381 2.034 0.29
H -4.004 0.956 2.891 0.24
C -2.641 0.965 -0.234 0.28
C -4.165 0.881 -0.151 -1.19
H -2.309 0.672 -1.241 -0.19
H -2.326 2.015 -0.114 0.09
H -4.640 1.564 -0.872 0.44
H -4.543 -0.122 -0.379 0.03
H -4.545 1.164 0.834 0.18
C -2.739 -1.574 1.174 0.21
C -3.847 -1.495 2.219 -1.52
H -2.058 -2.406 1.425 0.36
H -3.163 -1.809 0.185 -0.18
H -4.282 -2.490 2.400 0.47
H -3.471 -1.120 3.178 0.36
H -4.666 -0.840 1.896 0.23
Br 2.921 0.640 0.248 -0.42
P 0.941 3.474 -1.401 1.08
C -0.295 4.555 -0.599 -0.57
C 0.104 5.969 -0.160 -1.20
H -0.591 3.985 0.304 0.26
H -1.169 4.586 -1.268 0.50
H -0.791 6.452 0.264 0.40
H 0.886 5.957 0.612 0.33
H 0.464 6.582 -1.001 0.29
C 2.520 3.997 -0.670 -0.03
C 3.491 4.853 -1.473 -1.27
H 3.013 3.038 -0.416 -0.28
H 2.283 4.494 0.279 0.40
H 4.411 4.963 -0.870 0.41
H 3.756 4.395 -2.435 0.31
H 3.097 5.862 -1.669 0.29
C 0.953 3.655 -3.217 -0.56
C 0.417 4.937 -3.849 -1.23
H 0.355 2.786 -3.559 0.33
H 1.988 3.467 -3.538 0.49
H 0.375 4.788 -4.938 0.42
H -0.591 5.196 -3.499 0.29
H 1.072 5.793 -3.651 0.28
C 0.621 -2.505 3.852 -1.01
P 1.950 -2.328 2.671 0.31
C 3.300 -1.316 3.317 0.66
C 4.515 -1.905 3.692 -0.36
C 5.561 -1.095 4.136 -0.71
C 5.391 0.296 4.196 -0.48
C 4.154 0.880 3.897 -0.65
C 3.094 0.069 3.514 -0.58
C 2.331 -3.740 1.629 0.78
C 3.574 -3.888 0.983 -0.64
C 3.646 -4.600 -0.212 -0.74
C 2.505 -5.209 -0.750 -0.51
C 1.303 -5.163 -0.040 -0.45
C 1.234 -4.509 1.178 -0.69
H 0.382 -1.542 4.312 0.33
H 0.969 -3.171 4.652 0.46
H -0.295 -2.909 3.414 0.35
H 4.639 -2.988 3.653 0.51
H 6.506 -1.543 4.438 0.41
H 6.230 0.931 4.498 0.39
H 4.022 1.965 3.962 0.41
H 2.133 0.523 3.302 0.39
H 4.465 -3.407 1.384 0.33
H 4.603 -4.661 -0.735 0.41
H 2.555 -5.720 -1.717 0.47
H 0.410 -5.637 -0.453 0.45
H 0.313 -4.525 1.762 0.40



# 4
105
Properties=species:S:1:pos:R:3:lowdin_spin:R:1 method="wB97M-V/def2-TZVPD" e_above_lowest_ev=0.000 lumo_energy_ev="0.2 / 0.1" s_squared=3.7619 energy_ha=-4341.00319 spin_multiplicity=4
V -1.036 0.118 -0.189 2.69
C -0.550 -1.379 -2.929 0.01
C -0.509 0.066 -3.459 0.01
C 0.852 0.693 -3.402 0.00
C 1.754 0.577 -4.449 0.00
C 3.044 1.063 -4.352 0.00
C 3.424 1.655 -3.154 0.00
C 2.505 1.781 -2.142 0.00
N 1.228 1.344 -2.270 0.00
N -0.339 -1.585 -1.477 0.01
C -1.060 -2.801 -1.006 0.01
C -2.363 -2.504 -0.298 0.01
C -3.528 -3.210 -0.524 0.00
C -4.643 -2.940 0.261 0.01
C -4.550 -1.988 1.256 0.00
C -3.348 -1.310 1.407 0.01
N -2.286 -1.551 0.644 0.01
C 1.098 -1.719 -1.120 0.01
C 1.254 -1.608 0.382 0.02
C 2.002 -2.477 1.159 0.00
C 1.956 -2.359 2.540 0.03
C 1.182 -1.361 3.108 0.00
C 0.494 -0.499 2.269 0.03
N 0.515 -0.641 0.943 0.01
H 0.187 -1.983 -3.479 0.00
H -1.536 -1.782 -3.163 0.00
H -1.245 0.715 -2.981 0.00
H -0.788 -0.003 -4.513 0.00
H 1.414 0.077 -5.347 0.00
H 3.733 0.980 -5.179 0.00
H 4.421 2.039 -2.997 0.00
H 2.723 2.235 -1.185 0.00
H -0.422 -3.299 -0.271 0.00
H -1.217 -3.507 -1.827 0.00
H -3.565 -3.956 -1.307 0.00
H -5.569 -3.473 0.093 0.00
H -5.386 -1.749 1.897 0.00
H -3.237 -0.518 2.138 0.00
H 1.645 -0.914 -1.608 0.00
H 1.500 -2.674 -1.480 0.00
H 2.592 -3.250 0.682 0.00
H 2.509 -3.051 3.163 0.00
H 1.114 -1.235 4.179 0.00
H -0.088 0.336 2.644 0.00
C -1.325 7.753 -0.952 0.00
C -1.540 6.540 -0.091 0.00
C -0.527 5.596 0.062 0.00
C -0.747 4.425 0.757 0.00
C -1.997 4.194 1.320 0.00
C -3.007 5.135 1.217 0.00
C -2.766 6.309 0.516 0.00
S -2.308 2.605 1.997 0.01
O -1.194 2.277 2.862 0.00
O -3.631 2.626 2.578 0.00
N -2.216 1.598 0.772 0.03
C -3.240 1.496 -0.176 0.02
C -4.469 2.160 -0.210 0.00
C -5.358 1.837 -1.206 0.01
C -5.050 0.850 -2.139 0.00
C -3.820 0.245 -2.037 0.01
N -2.932 0.557 -1.096 0.01
H -0.285 8.079 -0.929 0.00
H -1.957 8.584 -0.639 0.00
H -1.573 7.513 -1.988 0.00
H 0.431 5.766 -0.415 0.00
H 0.027 3.676 0.863 0.00
H -3.966 4.943 1.676 0.00
H -3.558 7.042 0.414 0.00
H -4.705 2.907 0.528 0.00
H -6.305 2.359 -1.262 0.00
H -5.734 0.577 -2.929 0.00
H -3.515 -0.521 -2.744 0.00
C 4.765 4.567 2.393 0.00
N 3.641 3.914 1.757 0.00
C 3.048 4.661 0.663 0.00
P 2.845 2.646 2.471 0.00
O 1.851 2.104 1.514 0.00
N 2.300 3.224 3.930 0.00
C 1.614 2.262 4.801 0.00
C 1.528 4.474 3.851 0.00
N 3.929 1.485 2.941 0.00
C 4.813 1.554 4.085 0.00
C 4.303 0.469 1.973 0.00
H 5.624 4.619 1.717 0.00
H 5.072 4.033 3.289 0.00
H 4.507 5.591 2.688 0.00
H 3.723 4.690 -0.199 0.00
H 2.840 5.694 0.964 0.00
H 2.115 4.195 0.356 0.00
H 0.584 2.105 4.481 0.00
H 1.613 2.651 5.822 0.00
H 2.143 1.311 4.796 0.00
H 2.031 5.190 3.204 0.00
H 1.463 4.907 4.850 0.00
H 0.518 4.295 3.475 0.00
H 4.488 2.331 4.773 0.00
H 5.848 1.757 3.783 0.00
H 4.805 0.598 4.619 0.00
H 3.558 0.420 1.182 0.00
H 4.347 -0.508 2.462 0.00
H 5.285 0.678 1.533 0.00
Cl -2.063 3.401 -2.643 0.00
C 0.303 1.557 -1.210 0.02
H 0.802 2.118 -0.427 0.01
H -0.551 2.129 -1.626 0.01



# 5
103
Properties=species:S:1:pos:R:3:lowdin_spin:R:1 method="wB97M-V/def2-TZVPD" e_above_lowest_ev=1.028 lumo_energy_ev="-6.3 / -6.0" s_squared=0.7797 energy_ha=-4550.35657 spin_multiplicity=2 charge=+2
V 0.489 -0.563 0.558 1.06
C 1.024 -0.184 3.612 0.00
O 0.563 -0.985 2.513 0.01
Si -0.274 -2.499 2.575 0.00
C 0.755 -3.732 3.515 0.00
C -1.818 -2.191 3.585 0.00
C -0.301 -2.464 0.685 -0.07
Si -2.077 -2.788 -0.021 -0.01
C -2.119 -3.306 -1.814 0.00
C -3.205 -1.290 0.113 0.00
C -2.819 -4.169 1.021 -0.01
Si 0.947 -3.696 -0.175 -0.01
C 2.698 -3.564 0.547 0.00
C 0.373 -5.441 0.214 -0.01
C 1.081 -3.504 -2.040 0.00
H 1.717 -0.757 4.229 0.00
H 0.182 0.139 4.223 0.00
H 1.528 0.703 3.228 0.00
H 0.891 -3.385 4.544 0.00
H 1.735 -3.929 3.083 0.00
H 0.219 -4.683 3.572 0.00
H -1.616 -1.433 4.348 0.00
H -2.107 -3.104 4.110 0.00
H -2.671 -1.862 2.991 0.00
H -1.669 -2.557 -2.463 0.00
H -3.169 -3.409 -2.105 0.00
H -1.634 -4.267 -1.994 0.00
H -2.991 -0.584 -0.692 0.00
H -3.165 -0.756 1.064 0.00
H -4.233 -1.637 -0.022 0.00
H -2.241 -5.093 0.961 0.00
H -3.815 -4.392 0.628 0.00
H -2.939 -3.916 2.075 0.00
H 2.763 -3.021 1.490 0.00
H 3.384 -3.088 -0.160 0.00
H 3.077 -4.573 0.727 0.00
H 0.270 -5.618 1.288 0.00
H 1.129 -6.135 -0.163 0.00
H -0.571 -5.700 -0.267 0.00
H 0.587 -2.610 -2.409 0.00
H 0.632 -4.360 -2.546 0.00
H 2.131 -3.459 -2.338 0.00
N 4.386 1.880 -6.522 0.00
C 3.490 1.517 -5.578 0.00
C 3.260 2.338 -4.453 0.00
C 2.346 1.970 -3.498 0.00
C 1.644 0.775 -3.646 0.00
C 1.846 -0.048 -4.753 0.00
C 2.757 0.322 -5.711 0.00
S 0.490 0.310 -2.454 0.00
O -0.478 -0.612 -2.961 0.00
O -0.009 1.530 -1.859 0.00
N 1.246 -0.504 -1.191 0.01
C 2.515 -0.306 -0.726 0.01
N 3.588 -0.027 -1.448 0.00
C 4.738 0.014 -0.785 0.00
C 4.847 -0.198 0.592 0.00
C 3.682 -0.444 1.272 0.00
N 2.517 -0.495 0.617 0.00
H 4.917 2.727 -6.438 0.00
H 4.557 1.296 -7.320 0.00
H 3.800 3.272 -4.356 0.00
H 2.155 2.610 -2.644 0.00
H 1.271 -0.961 -4.855 0.00
H 2.903 -0.303 -6.583 0.00
H 5.617 0.224 -1.384 0.00
H 5.801 -0.172 1.095 0.00
H 3.665 -0.612 2.341 0.00
O -0.761 0.572 0.584 -0.01
P -1.285 2.074 0.568 0.00
C -1.599 2.382 2.318 0.00
C -2.107 1.350 3.110 0.00
C -2.415 1.579 4.440 0.00
C -2.219 2.840 4.990 0.00
C -1.704 3.867 4.210 0.00
C -1.395 3.644 2.876 0.00
C -2.836 2.233 -0.313 0.00
C -3.985 2.431 0.461 0.00
C -5.221 2.552 -0.154 0.00
C -5.320 2.481 -1.536 0.00
C -4.180 2.287 -2.305 0.00
C -2.939 2.161 -1.707 0.00
C -0.084 3.334 0.139 0.00
C -0.526 4.480 -0.509 0.00
C 0.370 5.515 -0.744 0.00
C 1.692 5.396 -0.340 0.00
C 2.131 4.240 0.298 0.00
C 1.242 3.209 0.543 0.00
H -2.273 0.373 2.674 0.00
H -2.821 0.779 5.048 0.00
H -2.479 3.027 6.023 0.00
H -1.545 4.848 4.636 0.00
H -1.001 4.453 2.276 0.00
H -3.922 2.494 1.537 0.00
H -6.103 2.698 0.455 0.00
H -6.287 2.581 -2.011 0.00
H -4.259 2.225 -3.383 0.00
H -2.061 2.006 -2.311 0.00
H -1.558 4.565 -0.827 0.00
H 0.033 6.414 -1.243 0.00
H 2.385 6.208 -0.516 0.00
H 3.162 4.152 0.614 0.00
H 1.576 2.309 1.052 0.00